A single C2H2N4O2 molecule, computed with ωB97M-V/def2-TZVPD.

Summary:
Multiplicity: 1
LUMO level (eV): 0.00
HOMO-LUMO gap (eV): 10.85
SMILES string: [H]/N=C\n1nnoc1=O

Each line ends with the Löwdin charge.
Positions of all 10 atoms, in Å:
N -2.485 -0.074 0.105  0.1543
H -2.166 0.869 0.223  0.0371
N 1.930 -0.729 0.059  0.0914
C -1.556 -0.896 -0.110  -0.1616
H -1.703 -1.993 -0.158  0.1327
O -0.291 1.862 -0.030  0.1077
C 0.322 0.806 -0.024  -0.4798
O 1.652 0.624 -0.005  0.0769
N -0.186 -0.473 -0.054  -0.0263
N 0.796 -1.328 0.036  0.0677

Atoms 1-2, force components in eV/Å:
-0.256 -1.481 -0.601
0.307 0.695 0.023

2 unconnected molecules or ions with the total composition C2H2N4O3, computed with ωB97M-V/def2-TZVPD.

Summary:
Multiplicity: 1
LUMO level (eV): -0.81
HOMO-LUMO gap (eV): 9.57
SMILES string: O=[N+]([O-])C#[N+][O-].N#CN

Each line ends with the Löwdin charge.
Positions of all 11 atoms, in Å:
O -3.124 -0.141 0.049  0.0899
H 2.906 -0.088 -2.313  0.0994
N 0.565 -0.550 -0.384  0.1733
N -0.556 0.416 2.019  -0.0707
N -2.259 -0.753 0.678  -0.4015
O 0.269 1.022 2.623  0.0766
C 1.313 0.024 -1.020  -0.3729
H 2.146 1.496 -2.039  0.1455
O -1.932 -1.904 0.634  0.1177
N 2.233 0.459 -1.833  0.1023
C -1.561 0.018 1.587  0.0405

Atoms 1-2, force components in eV/Å:
0.605 -1.033 0.223
0.183 -0.489 -0.111

A gas-phase ion, C2H2N5O (charge -1), computed with ωB97M-V/def2-TZVPD.

Summary:
Multiplicity: 1
LUMO level (eV): 4.04
Total charge: -1
HOMO-LUMO gap (eV): 9.31
SMILES string: NC([O-])=C1N=NN=N1

Each line ends with the Löwdin charge.
Positions of all 10 atoms, in Å:
H 2.725 -0.162 0.023  0.0926
N -1.839 -0.687 -0.215  -0.0228
N -1.957 1.441 0.126  -0.1593
N 1.752 0.057 -0.129  0.1165
C 0.801 -0.902 0.024  -0.4952
N -0.671 1.147 0.211  -0.0533
H 1.427 1.011 -0.050  0.0580
C -0.627 -0.178 -0.002  -0.3803
N -2.643 0.362 -0.129  -0.1617
O 1.033 -2.087 0.140  0.0054

Atoms 1-2, force components in eV/Å:
-0.260 -0.107 0.023
0.708 -0.391 0.050

2 unconnected molecules or ions with the total composition C2H2NO2S, computed with ωB97M-V/def2-TZVPD.

Summary:
Multiplicity: 1
LUMO level (eV): 3.83
Total charge: -1
HOMO-LUMO gap (eV): 8.45

Each line ends with the Löwdin charge.
Positions of all 8 atoms, in Å:
H -0.754 0.403 -0.513  -0.1071
H 0.955 0.485 -0.117  -0.1107
O -2.032 -4.209 1.752  -0.5392
N -0.137 -1.255 1.058  -0.0076
S -1.129 -3.543 2.706  0.6124
C -0.222 -2.330 1.527  -0.2504
C -0.054 0.636 0.314  -0.0502
O -0.075 -4.428 3.230  -0.5472

Atoms 1-2, force components in eV/Å:
0.174 -0.232 0.144
-0.170 -0.232 0.048

A gas-phase ion, C2H2NO2S (charge -1), computed with ωB97M-V/def2-TZVPD.

Summary:
Multiplicity: 1
LUMO level (spin up / spin down) (eV): 4.06 / 4.06
Total charge: -1
HOMO-LUMO gap (spin up / spin down) (eV): 7.52 / 7.52

Each line ends with the Löwdin charge.
Positions of all 8 atoms, in Å:
O -0.878 -1.871 2.825  -0.5006
H -1.037 0.547 0.873  0.0071
N -0.024 0.727 0.806  -0.1277
S -0.882 -1.606 1.422  0.6185
H 1.162 0.162 -1.072  0.0713
C 0.673 -0.713 1.036  -0.2720
C 0.717 0.048 -0.109  -0.2422
O -0.825 -2.841 0.529  -0.5545

Atoms 1-2, force components in eV/Å:
-0.108 -0.675 2.379
-0.329 -0.239 -0.819

A gas-phase ion, C2H2NO2S (charge -1), computed with ωB97M-V/def2-TZVPD.

Summary:
Multiplicity: 1
LUMO level (eV): 4.20
Total charge: -1
HOMO-LUMO gap (eV): 7.63
SMILES string: O=[S@@H]([O-])=c1cn1

Each line ends with the Löwdin charge.
Positions of all 8 atoms, in Å:
S -1.210 0.098 0.096  0.7443
H 1.812 0.932 -1.092  0.0959
C 1.397 0.215 -0.372  -0.3135
N 1.195 0.024 0.881  -0.0311
O -2.785 -0.521 0.344  -0.6124
O -1.250 1.383 -0.631  -0.5174
C 0.477 -0.854 -0.154  -0.3742
H -0.983 0.437 1.371  0.0084

Atoms 1-2, force components in eV/Å:
-6.813 -0.463 0.443
0.159 -0.349 0.648

2 unconnected molecules or ions with the total composition C2H2NO3S, computed with ωB97M-V/def2-TZVPD.

Summary:
Multiplicity: 1
LUMO level (spin up / spin down) (eV): 3.40 / 3.46
Total charge: -1
HOMO-LUMO gap (spin up / spin down) (eV): 6.69 / 8.00

Each line ends with the Löwdin charge.
Positions of all 9 atoms, in Å:
H 1.550 1.747 0.152  0.0006
S -1.944 1.591 -0.245  0.5835
H 1.646 -0.832 -0.487  0.0103
O 2.036 -0.109 -0.066  -0.1552
C -0.874 0.560 0.342  -0.5207
N 1.224 1.026 -0.454  -0.0068
O -1.776 -1.477 1.237  -0.0259
O -0.755 -1.458 -0.792  -0.0330
C -1.107 -1.049 0.313  -0.8527

Atoms 1-2, force components in eV/Å:
0.430 0.544 1.058
0.581 -0.170 0.653

2 unconnected molecules or ions with the total composition C2H2NOS, computed with ωB97M-V/def2-TZVPD.

Summary:
Multiplicity: 1
LUMO level (eV): 3.79
Total charge: -1
HOMO-LUMO gap (eV): 7.17

Each line ends with the Löwdin charge.
Positions of all 7 atoms, in Å:
C 1.707 0.511 -0.243  -1.0039
O 2.672 1.062 0.243  -0.1954
H -1.340 -1.272 0.759  -0.0088
N -2.010 0.678 -0.059  0.0196
H 1.017 1.193 -0.820  0.0429
C -1.529 -0.329 0.323  -0.1925
S 1.389 -1.132 -0.013  0.3380

Atoms 1-2, force components in eV/Å:
-0.271 0.649 0.008
1.116 1.076 0.290

2 unconnected molecules or ions with the total composition C2H2O2, computed with ωB97M-V/def2-TZVPD.

Summary:
Multiplicity: 1
LUMO level (eV): 0.94
HOMO-LUMO gap (eV): 11.18

Each line ends with the Löwdin charge.
Positions of all 6 atoms, in Å:
O 0.344 0.283 -0.238  0.0310
H -1.058 1.147 0.783  0.0126
O -3.185 0.671 -0.332  0.0373
H 0.256 2.222 0.036  0.0761
C -0.109 1.241 0.255  -0.1755
C -2.921 -0.019 0.523  0.0186

Atoms 1-2, force components in eV/Å:
1.674 -2.558 -1.151
0.045 0.472 0.794

A single C2H2O2 molecule, computed with ωB97M-V/def2-TZVPD.

Summary:
Multiplicity: 1
LUMO level (eV): -0.08
HOMO-LUMO gap (eV): 9.40

Each line ends with the Löwdin charge.
Positions of all 6 atoms, in Å:
C 0.844 -0.072 0.049  -0.3360
H 1.067 0.663 0.795  0.1218
H -1.967 0.303 -0.468  0.0765
O 1.529 -0.595 -0.769  0.0857
O -0.564 -0.659 0.536  0.0075
C -0.910 0.359 -0.143  0.0446

Atoms 1-2, force components in eV/Å:
0.404 0.242 -0.409
0.268 0.109 0.414

2 unconnected molecules or ions with the total composition C2H2O2, computed with ωB97M-V/def2-TZVPD.

Summary:
Multiplicity: 1
LUMO level (spin up / spin down) (eV): -0.80 / -0.77
HOMO-LUMO gap (spin up / spin down) (eV): 8.91 / 8.94

Each line ends with the Löwdin charge.
Positions of all 6 atoms, in Å:
H -1.161 0.323 1.660  -0.0700
O 1.795 -1.009 -1.465  0.2424
C 1.354 -0.164 -0.845  -0.4111
H -1.397 -0.392 0.114  -0.0774
O 0.975 0.667 -0.117  0.1632
C -1.567 0.575 0.653  0.1529

Atoms 1-2, force components in eV/Å:
-0.086 0.178 -0.155
0.531 -1.402 -1.480

A single C2H2O2 molecule, computed with ωB97M-V/def2-TZVPD.

Summary:
Multiplicity: 1
LUMO level (eV): 0.16
HOMO-LUMO gap (eV): 9.59

Each line ends with the Löwdin charge.
Positions of all 6 atoms, in Å:
H -2.214 0.050 -0.250  0.0204
C 0.941 -0.102 0.147  -0.3000
C -1.195 0.445 -0.472  0.0956
O -0.442 -0.351 0.264  -0.1046
O 1.593 -0.555 -0.730  0.1405
H 1.294 0.502 0.993  0.1481

Atoms 1-2, force components in eV/Å:
0.145 0.107 -0.071
0.622 -0.178 -0.410

A molecular structure, C2H2O2PYb, computed with ωB97M-V/def2-TZVPD.

Summary:
Multiplicity: 1
LUMO level (spin up / spin down) (eV): 2.58 / 2.58
Total charge: -1
HOMO-LUMO gap (spin up / spin down) (eV): 4.24 / 4.24

Each line ends with the Löwdin charge.
Positions of all 8 atoms, in Å:
P 2.007 1.291 0.634  0.5582
C -1.486 -0.705 0.127  -0.1694
O 0.240 0.678 0.971  -0.5893
H -1.744 -1.106 1.116  0.0099
H -1.974 -1.144 -0.750  -0.0184
C -0.645 0.346 -0.027  -0.5830
O 2.509 0.043 -0.361  -0.9463
Yb 1.092 0.596 -1.710  0.7383

Atoms 1-2, force components in eV/Å:
-1.261 -1.371 -0.549
-0.242 0.383 0.355

A molecular structure, C2H2O2Pd, computed with ωB97M-V/def2-TZVPD.

Summary:
Multiplicity: 3
LUMO level (spin up / spin down) (eV): 0.00 / -1.87
HOMO-LUMO gap (spin up / spin down) (eV): 7.62 / 6.87

Each line ends with the Löwdin charge.
Positions of all 7 atoms, in Å:
O -0.689 0.486 1.078  -0.3528
C 0.479 -0.477 -0.806  -0.1410
H 0.183 0.965 -1.165  0.1976
H 1.272 1.045 0.459  0.1351
O -0.342 -1.481 -0.654  -0.2435
C 0.304 0.612 0.139  -0.3669
Pd -1.207 -1.150 0.949  0.7714

Atoms 1-2, force components in eV/Å:
4.410 8.872 -1.252
-2.071 -4.093 1.551

2 unconnected molecules or ions with the total composition C2H2O2S, computed with ωB97M-V/def2-TZVPD.

Summary:
Multiplicity: 1
LUMO level (spin up / spin down) (eV): -1.31 / -1.50
HOMO-LUMO gap (spin up / spin down) (eV): 7.05 / 7.60

Each line ends with the Löwdin charge.
Positions of all 7 atoms, in Å:
O 1.254 2.305 2.004  -0.6379
H -1.125 -1.289 -0.070  0.0736
S 0.522 1.035 1.928  0.7809
H -0.416 -1.706 -1.470  0.0728
C 0.579 0.117 -0.435  -0.1534
C -0.405 -0.948 -0.757  -0.1188
O -0.410 0.486 -1.201  -0.0173

Atoms 1-2, force components in eV/Å:
0.194 0.362 -0.096
-1.082 0.725 1.369

2 unconnected molecules or ions with the total composition C2H2O2S, computed with ωB97M-V/def2-TZVPD.

Summary:
Multiplicity: 1
LUMO level (eV): -0.43
HOMO-LUMO gap (eV): 9.49

Each line ends with the Löwdin charge.
Positions of all 7 atoms, in Å:
O -0.107 -0.362 1.553  -0.0080
C -1.184 0.107 1.304  -0.1607
S 0.814 -0.806 -2.085  0.8087
H -1.901 -0.122 0.579  0.0421
O 2.468 -0.439 -1.698  -0.4283
H -1.684 1.022 1.935  0.1143
C 1.594 0.599 -1.588  -0.3682

Atoms 1-2, force components in eV/Å:
-0.930 0.117 -0.553
0.206 2.864 3.258

2 unconnected molecules or ions with the total composition C2H2O2S2, computed with ωB97M-V/def2-TZVPD.

Summary:
Multiplicity: 1
LUMO level (eV): -1.51
HOMO-LUMO gap (eV): 7.68

Each line ends with the Löwdin charge.
Positions of all 8 atoms, in Å:
O 1.954 0.656 1.208  -0.4249
C -1.107 -0.181 0.191  -0.6391
H -0.574 -0.068 1.077  0.0134
O 1.556 0.467 -1.204  -0.4550
S 2.429 0.843 -0.127  0.8939
C -2.259 -1.047 0.059  -0.3460
H -1.047 0.885 -0.351  0.1127
S -0.953 -1.555 -0.854  0.8450

Atoms 1-2, force components in eV/Å:
0.105 0.060 0.107
0.240 4.329 -1.869

3 unconnected molecules or ions with the total composition C2H2O3, computed with ωB97M-V/def2-TZVPD.

Summary:
Multiplicity: 1
LUMO level (eV): 0.69
HOMO-LUMO gap (eV): 11.59

Each line ends with the Löwdin charge.
Positions of all 7 atoms, in Å:
H -0.015 -1.684 -0.094  0.0389
O -0.056 -1.254 -0.953  -0.1102
C 1.601 0.091 -0.158  -0.0545
O -1.687 1.495 1.991  0.0636
H -0.671 -0.523 -0.877  -0.0009
O 1.920 0.758 -1.019  0.0418
C -1.092 1.116 1.111  0.0213

Atoms 1-2, force components in eV/Å:
-0.174 0.106 0.059
-0.398 -0.786 -0.687

A single C2H2O3 molecule, computed with ωB97M-V/def2-TZVPD.

Summary:
Multiplicity: 1
LUMO level (spin up / spin down) (eV): -1.86 / -1.87
HOMO-LUMO gap (spin up / spin down) (eV): 8.47 / 8.33

Each line ends with the Löwdin charge.
Positions of all 7 atoms, in Å:
H -0.173 1.672 0.041  0.1473
C -0.847 -0.436 -0.018  -0.2095
C 0.157 0.637 0.017  -0.0332
O 1.899 -0.688 0.000  -0.0846
O 1.407 0.492 0.018  -0.0425
H -0.413 -1.445 -0.112  0.1314
O -2.030 -0.232 0.054  0.0911

Atoms 1-2, force components in eV/Å:
0.140 -0.044 0.011
0.543 -1.276 -0.038

A molecular structure, C2H2O3, computed with ωB97M-V/def2-TZVPD.

Summary:
Multiplicity: 3
LUMO level (spin up / spin down) (eV): 0.61 / -3.21
HOMO-LUMO gap (spin up / spin down) (eV): 9.00 / 6.32

Each line ends with the Löwdin charge.
Positions of all 7 atoms, in Å:
C -0.009 0.145 -0.170  -0.0661
O 0.390 1.167 1.362  0.0345
O -0.479 1.334 0.273  0.0754
H 1.549 -0.716 1.259  0.1315
H -1.598 -0.971 -1.651  -0.0433
C 0.822 -0.064 0.837  0.0648
O -0.675 -0.895 -1.909  -0.1969

Atoms 1-2, force components in eV/Å:
-4.213 -0.677 -6.165
2.617 -0.533 4.144